(1)
Formula: C2H7NS
Source: OMol25
Level of theory: the ωB97M-V functional and the def2-TZVPD basis

SMILES: C=CN.S
multiplicity: 1
LUMO: 0.67 eV

```
11
C2H7NS (the ωB97M-V functional and the def2-TZVPD basis)
S 3.103 -1.811 -1.975
H 3.101 -2.709 -0.958
C -2.439 1.681 1.225
C -3.412 1.387 2.105
N -1.121 1.198 1.196
H -2.749 2.293 0.373
H -4.464 1.556 1.881
H -3.280 1.344 3.180
H -0.654 1.832 0.557
H -0.876 0.274 0.882
H 1.889 -2.201 -2.386
```


(2)
Formula: C4H11N2S
Source: OMol25
Level of theory: the ωB97M-V functional and the def2-TZVPD basis

multiplicity: 2
charge: -2
LUMO (spin up / spin down): 5.84 / 5.83 eV

```
18
C4H11N2S (the ωB97M-V functional and the def2-TZVPD basis)
C 0.182 -1.153 -0.364
N -0.925 -0.329 0.036
C -0.980 1.075 -0.354
C -1.990 1.809 0.502
S -2.147 3.637 0.199
C 1.516 -0.863 0.366
N 2.593 -1.739 -0.132
H 0.396 -1.012 -1.425
H -0.020 -2.210 -0.194
H -1.269 -0.503 0.966
H 0.015 1.531 -0.255
H -1.213 1.131 -1.419
H -2.911 1.218 0.434
H -1.645 1.902 1.530
H 1.711 0.188 0.263
H 1.336 -1.087 1.423
H 2.187 -2.409 -0.795
H 3.167 -1.187 -0.783
```


(3)
Formula: C25H23BaN9O3S
Source: OMol25
Level of theory: the ωB97M-V functional and the def2-TZVPD basis

multiplicity: 1
LUMO: 0.29 eV

```
62
C25H23BaN9O3S (the ωB97M-V functional and the def2-TZVPD basis)
Ba 0.119 1.044 0.129
O -1.891 4.283 2.796
C -1.757 3.439 1.899
N -1.272 2.204 1.988
C -0.812 1.858 3.317
C 0.644 2.214 3.536
C 1.096 2.654 4.778
C 2.439 2.921 4.961
C 3.310 2.742 3.894
C 2.781 2.312 2.693
N 1.484 2.053 2.506
C -2.192 3.822 0.492
C -3.055 4.895 0.321
C -3.459 5.234 -0.957
C -2.971 4.502 -2.030
C -2.093 3.464 -1.772
N -1.709 3.120 -0.541
H -0.897 0.773 3.448
H -1.409 2.338 4.097
H 0.382 2.798 5.578
H 2.804 3.272 5.917
H 4.369 2.940 3.983
H 3.428 2.166 1.834
H -3.377 5.428 1.204
H -4.143 6.057 -1.119
H -3.254 4.729 -3.048
H -1.676 2.883 -2.587
N -1.191 -7.611 -2.832
C -0.908 -6.304 -2.460
C 0.411 -5.897 -2.244
C 0.698 -4.586 -1.916
C -0.330 -3.662 -1.811
C -1.645 -4.049 -2.028
C -1.934 -5.360 -2.351
S 0.016 -2.002 -1.349
O 1.429 -1.747 -1.578
O -0.891 -1.152 -2.129
N -0.377 -1.726 0.156
C 0.496 -2.106 1.144
N 1.057 -3.323 1.157
C 1.833 -3.606 2.193
C 2.075 -2.717 3.228
C 1.492 -1.470 3.101
N 0.719 -1.152 2.070
H -0.497 -8.295 -2.578
H -2.130 -7.924 -2.650
H 1.215 -6.618 -2.335
H 1.717 -4.273 -1.737
H -2.440 -3.319 -1.948
H -2.960 -5.659 -2.528
H 2.280 -4.595 2.195
H 2.699 -2.978 4.069
H 1.659 -0.689 3.837
N 0.429 0.869 -3.566
C 0.763 1.288 -4.793
C 1.356 2.526 -4.654
C 1.332 2.766 -3.274
N 0.769 1.756 -2.617
H -0.021 0.001 -3.266
H 0.553 0.686 -5.660
H 1.745 3.160 -5.430
H 1.692 3.625 -2.730
```


(4)
Formula: C35H37N2O7S5W
Source: OMol25
Level of theory: the ωB97M-V functional and the def2-TZVPD basis

multiplicity: 1
charge: +1
LUMO (spin up / spin down): -3.58 / -3.58 eV

```
87
C35H37N2O7S5W (the ωB97M-V functional and the def2-TZVPD basis)
W -0.116 0.877 0.339
O -1.552 -2.313 -1.947
C -0.536 -1.487 -1.500
O -1.050 -0.386 -0.849
C 0.230 -2.275 -0.438
O 0.999 -1.358 0.347
C 2.383 -1.234 -0.011
C 2.617 0.068 -0.744
O 3.678 0.349 -1.233
O 1.546 0.832 -0.806
H -2.309 -1.766 -2.192
H 0.864 -3.052 -0.860
H -0.512 -2.715 0.226
H 2.686 -2.056 -0.655
H 2.970 -1.243 0.907
C 1.154 3.682 2.166
C 0.156 3.169 1.167
C 0.470 3.180 -0.182
C 1.740 3.780 -0.703
C -0.448 2.565 -1.136
C -0.042 2.510 -2.583
C -1.787 2.278 -0.749
C -2.831 1.954 -1.768
C -2.062 2.120 0.612
C -3.401 1.609 1.060
C -1.051 2.503 1.590
C -1.473 2.521 3.040
H 1.022 4.757 2.308
H 2.168 3.505 1.820
H 1.057 3.195 3.130
H 2.484 3.002 -0.888
H 2.149 4.509 -0.011
H 1.553 4.285 -1.649
H -0.201 3.483 -3.055
H -0.610 1.760 -3.126
H 1.009 2.247 -2.670
H -2.895 0.872 -1.903
H -2.603 2.409 -2.727
H -3.803 2.312 -1.434
H -3.361 1.186 2.058
H -3.759 0.827 0.393
H -4.129 2.424 1.061
H -1.643 1.527 3.450
H -2.415 3.065 3.128
H -0.753 3.029 3.670
O 1.092 0.615 2.064
C 0.228 -0.161 2.605
N 0.288 -0.901 3.695
C -0.962 -1.682 3.822
C -1.728 -1.218 2.542
O -2.810 -1.588 2.190
N -0.933 -0.260 1.928
C -0.640 -3.169 3.829
C -0.988 -4.022 2.792
C -0.618 -5.361 2.841
C 0.099 -5.850 3.920
C 0.437 -5.001 4.966
C 0.062 -3.669 4.925
C -1.780 -1.256 5.035
C -2.952 -1.955 5.311
C -3.746 -1.581 6.381
C -3.374 -0.514 7.190
C -2.206 0.180 6.920
C -1.410 -0.186 5.840
H 1.137 -1.111 4.195
H -1.580 -3.664 1.960
H -0.903 -6.023 2.033
H 0.384 -6.893 3.955
H 0.981 -5.381 5.821
H 0.295 -3.018 5.761
H -3.241 -2.789 4.684
H -4.655 -2.129 6.590
H -3.992 -0.229 8.031
H -1.906 1.006 7.551
H -0.499 0.362 5.641
C 3.976 -2.273 -3.778
S 2.893 -3.445 -2.922
C 1.470 -3.356 -3.956
C 0.510 -2.413 -3.924
S 0.543 -0.959 -2.937
S -0.766 -2.569 -5.101
C -0.208 -4.029 -5.863
S -0.976 -4.768 -7.089
S 1.276 -4.607 -5.154
H 4.932 -2.309 -3.258
H 3.568 -1.267 -3.716
H 4.117 -2.578 -4.813
```